DFT (wB97M-V/def2-TZVPD) results for a single C3H4N2O molecule.

```
10
Properties=species:S:1:pos:R:3:nbo_charge:R:1
N 1.5397 -0.1236 -0.1820 -0.696
C 0.3048 0.2461 -0.4078 0.206
C -0.4438 1.2280 0.3174 -0.031
N -1.3658 0.4244 0.7097 -0.280
C -1.1077 -0.7948 -0.2020 0.334
O -0.8797 -1.9099 0.2647 -0.679
H 1.8122 -1.0522 -0.4847 0.415
H 2.1681 0.3421 0.4627 0.394
H -0.2914 2.2615 0.6194 0.206
H -1.7363 -0.6216 -1.0975 0.130
```

HOMO (eV): -8.7464
Relative energy (zero: lowest compared OMol25 entry of this formula, charge and spin) (kcal/mol): 89.4
Frontier orbital gap (eV): 8.66

---

DFT (wB97M-V/def2-TZVPD) results for a single C3H4N2O molecule at a distorted geometry.

```
10
Properties=species:S:1:pos:R:3:nbo_charge:R:1
N -0.5494 -0.0423 -2.6744 -0.303
C -0.5287 -0.3760 -1.5672 0.265
C -0.5527 -0.7429 -0.1399 -0.330
N -0.3114 0.5057 0.7365 -0.628
C 1.0269 0.6928 0.8157 0.511
O 1.7550 -0.1262 0.2945 -0.611
H 0.1772 -1.5892 -0.0504 0.292
H -1.5095 -1.1480 0.1509 0.240
H -0.9363 1.2581 1.0841 0.425
H 1.4290 1.5680 1.3503 0.139
```

HOMO (eV): -10.4596
SMILES string: N#CCNC=O
Relative energy (zero: lowest compared OMol25 entry of this formula, charge and spin) (kcal/mol): 31.8
Frontier orbital gap (eV): 11.12

---

DFT (wB97M-V/def2-TZVPD) results for a single C3H4N2O molecule at a distorted geometry.

```
10
Properties=species:S:1:pos:R:3:nbo_charge:R:1
N -0.5162 0.9443 2.2219 -0.292
C -0.1980 0.2724 1.3372 0.244
C 0.2069 -0.3195 0.0505 -0.251
N 1.1646 0.5724 -0.6086 -0.780
C -1.1058 -0.6306 -0.7128 0.438
O -2.1513 -0.1018 -0.4444 -0.468
H 0.7133 -1.2855 0.1581 0.239
H 2.0502 0.4609 -0.1166 0.369
H 0.8932 1.5388 -0.4329 0.373
H -1.0569 -1.4514 -1.4525 0.128
```

HOMO (eV): -10.5192
SMILES string: N#C[C@H](N)C=O
Relative energy (zero: lowest compared OMol25 entry of this formula, charge and spin) (kcal/mol): 38.8
Frontier orbital gap (eV): 10.77

---

DFT (wB97M-V/def2-TZVPD) results for 2 unconnected molecules or ions with the total composition C3H4N2O at a distorted geometry.

```
10
Properties=species:S:1:pos:R:3:nbo_charge:R:1
C 0.4454 -1.2421 1.0260 -0.797
C -0.8422 -1.1901 1.2729 0.712
O -1.9881 -1.1180 1.4894 -0.465
H 1.1522 -1.1677 1.8422 0.270
H 0.7934 -1.3865 0.0103 0.280
N 1.9381 0.8482 -1.5079 -0.385
C 0.8067 0.9981 -1.2927 0.413
N -0.5126 1.1026 -1.0479 -0.854
H -0.7458 1.1952 -0.0675 0.414
H -1.0060 1.7510 -1.6452 0.410
```

HOMO (eV): -9.5970
SMILES string: C=C=O.N#CN
Relative energy (zero: lowest compared OMol25 entry of this formula, charge and spin) (kcal/mol): 45.3
Frontier orbital gap (eV): 10.07

---

DFT (wB97M-V/def2-TZVPD) results for a single C3H4N2O molecule at a distorted geometry.

```
10
Properties=species:S:1:pos:R:3:nbo_charge:R:1
O -1.5137 -0.5557 -1.4435 -0.671
C -0.4486 -0.2743 -0.6647 0.611
N 0.4323 0.5175 -1.0425 -0.528
C 1.2491 0.5366 0.1557 -0.105
C 0.6687 -0.1602 1.1432 -0.110
N -0.4588 -0.7202 0.6181 -0.582
H -1.3764 0.3084 -2.0110 0.504
H 1.9644 1.3246 0.1130 0.216
H 0.9968 -0.1400 2.1378 0.222
H -1.5137 -0.8367 0.9939 0.444
```

HOMO (eV): -8.7390
SMILES string: Oc1ncc[nH]1
Relative energy (zero: lowest compared OMol25 entry of this formula, charge and spin) (kcal/mol): 37.9
Frontier orbital gap (eV): 9.43

---

DFT (wB97M-V/def2-TZVPD) results for a molecular structure, C3H4N2O.

```
10
Properties=species:S:1:pos:R:3:nbo_charge:R:1
N -1.8400 -0.2076 -0.0674 -0.648
C -0.4239 -0.1068 -0.0143 0.291
N -0.4788 -1.3802 0.1144 -0.094
O 1.7209 -1.2222 0.1830 -0.556
C 1.7928 0.0165 0.0812 0.347
C 0.6106 0.7952 -0.0501 -0.539
H -2.3879 -0.0153 0.7574 0.409
H -2.3063 -0.2513 -0.9598 0.410
H 2.7817 0.5034 0.0975 0.142
H 0.5309 1.8683 -0.1420 0.237
```

HOMO (eV): -8.5639
Relative energy (zero: lowest compared OMol25 entry of this formula, charge and spin) (kcal/mol): 99.2
Frontier orbital gap (eV): 8.78

---

DFT (wB97M-V/def2-TZVPD) results for a single C3H4N2O molecule.

```
10
Properties=species:S:1:pos:R:3:nbo_charge:R:1
C -2.4500 0.2208 0.4541 -0.647
C -1.1794 0.2381 0.1288 0.508
N -0.0636 0.3063 -0.3727 -0.539
C 1.0833 -0.4955 -0.0810 0.769
N 2.2493 0.1786 -0.2775 -0.818
O 1.0120 -1.6712 0.1982 -0.591
H -2.9386 1.0703 0.9271 0.252
H -3.0510 -0.5885 0.0443 0.256
H 2.2451 1.1105 -0.6529 0.403
H 3.0928 -0.3694 -0.3682 0.408
```

HOMO (eV): -9.1421
SMILES string: C=C=NC(N)=O
Relative energy (zero: lowest compared OMol25 entry of this formula, charge and spin) (kcal/mol): 30.2
Frontier orbital gap (eV): 9.97

---

DFT (wB97M-V/def2-TZVPD) results for a single C3H4N2O molecule.

```
10
Properties=species:S:1:pos:R:3:nbo_charge:R:1
C -0.5701 1.5910 -1.2797 -0.569
C 0.0438 0.4715 -1.0164 0.380
N 0.7069 -0.5658 -0.8878 -0.292
N 0.7122 -1.2362 0.3142 -0.451
C -0.0184 -0.8933 1.4177 0.502
O -0.8912 -0.0564 1.4386 -0.568
H -0.1021 2.5315 -1.0107 0.239
H -1.5898 1.5897 -1.6458 0.241
H 1.4143 -1.9561 0.3678 0.400
H 0.2943 -1.4758 2.3021 0.119
```

HOMO (eV): -9.1059
SMILES string: C=C=NNC=O
Relative energy (zero: lowest compared OMol25 entry of this formula, charge and spin) (kcal/mol): 61.8
Frontier orbital gap (eV): 9.97